92
Properties=species:S:1:pos:R:3:mulliken_spin:R:1 method="wB97M-V/def2-TZVPD" spin_multiplicity=3 e_lumo_ha="-0.24647 / -0.23415" relative_energy_kcal_mol=0.0 total_charge=+2 homo_ev="-13.168 / -13.257" homo_lumo_gap_ev="6.46 / 6.89"
Mo -0.2624 -0.1834 0.0170 2.18
C -0.6814 4.4802 -3.3781 0.00
C -1.3774 4.7740 -2.0559 0.00
C -2.6930 4.0130 -1.9032 0.00
C -1.6480 6.2692 -1.9390 0.00
N -0.4501 4.3665 -0.9261 0.00
C 0.1847 5.2517 -0.0675 0.00
C 0.9401 4.5290 0.7828 0.00
N 0.7872 3.1990 0.4417 -0.01
B 1.2950 1.9852 1.1962 -0.03
N 2.7138 1.4935 0.9271 -0.03
C 3.8909 2.1779 0.7246 0.00
C 4.8526 1.2587 0.5115 0.00
N 4.2676 0.0029 0.5615 0.01
C 2.9603 0.1669 0.8192 0.02
S 1.7391 -1.0737 1.0606 0.00
C 5.1235 -1.2278 0.2871 0.00
C 4.3246 -2.5203 0.3245 0.01
C 6.2023 -1.2597 1.3665 0.00
C 5.7156 -1.0462 -1.1078 0.00
N 0.9003 1.9537 2.6522 -0.01
C 1.6944 2.0184 3.7793 0.00
C 0.8988 1.7835 4.8401 0.00
N -0.3835 1.5404 4.3651 0.00
C -0.3547 1.6147 3.0224 0.00
S -1.6169 1.3117 1.8597 0.03
C -1.5507 1.1353 5.2386 0.00
C -1.1603 1.3564 6.6957 0.00
C -2.7521 2.0202 4.9126 0.00
C -1.8416 -0.3389 4.9934 -0.01
C -0.0609 3.1263 -0.5996 0.00
S -0.4204 1.6515 -1.4862 -0.02
H -1.3435 4.7657 -4.1950 0.00
H -0.4494 3.4229 -3.4957 0.00
H 0.2392 5.0571 -3.4698 0.00
H -3.4339 4.4696 -2.5587 0.00
H -3.0640 4.0772 -0.8798 0.00
H -2.6076 2.9656 -2.1824 0.00
H -2.3551 6.5367 -2.7223 0.00
H -0.7510 6.8679 -2.0973 0.00
H -2.1005 6.5343 -0.9833 0.00
H 0.0238 6.3105 -0.1142 0.00
H 1.5344 4.8446 1.6217 0.00
H 0.6871 1.0991 0.6870 -0.04
H 3.9459 3.2518 0.7397 0.00
H 5.9003 1.3864 0.3187 0.00
H 3.8903 -2.7172 1.3028 0.00
H 5.0322 -3.3212 0.1104 0.00
H 3.5429 -2.5486 -0.4326 0.00
H 5.7556 -1.3198 2.3591 0.00
H 6.8592 -0.3918 1.3296 0.00
H 6.8203 -2.1443 1.2183 0.00
H 4.9235 -0.9507 -1.8513 0.00
H 6.3061 -1.9278 -1.3538 0.00
H 6.3748 -0.1824 -1.1780 0.00
H 2.7411 2.2608 3.7365 0.00
H 1.1320 1.7969 5.8862 0.00
H -0.8540 2.3860 6.8804 0.00
H -0.3767 0.6740 7.0251 0.00
H -2.0364 1.1606 7.3117 0.00
H -2.4955 3.0764 4.9994 0.00
H -3.5366 1.8049 5.6373 0.00
H -3.1465 1.8348 3.9178 0.00
H -1.0167 -0.9666 5.3313 0.00
H -2.0306 -0.5298 3.9393 0.01
H -2.7335 -0.6208 5.5533 0.00
C 2.3153 -0.9800 -3.4903 -0.02
C 1.7443 -2.1374 -4.0100 0.03
C 0.6262 -2.6803 -3.4077 -0.02
C 0.0747 -2.0685 -2.2780 -0.17
C 0.6351 -0.9045 -1.7551 -0.10
C 1.7632 -0.3675 -2.3772 0.05
C -1.0922 -2.6084 -1.5692 0.06
C -1.7410 -3.7756 -2.0088 0.00
C -2.8095 -4.2557 -1.3202 0.01
C -3.2603 -3.5857 -0.1654 -0.01
C -4.3659 -4.0670 0.5727 0.01
C -4.7926 -3.4097 1.6896 0.00
C -4.1122 -2.2492 2.0997 0.01
C -3.0369 -1.7637 1.4031 -0.03
C -2.5873 -2.4184 0.2456 -0.01
N -1.4984 -1.9318 -0.4795 0.02
H 3.1844 -0.5462 -3.9695 0.00
H 2.1674 -2.6074 -4.8866 0.00
H 0.1966 -3.5782 -3.8280 0.00
H 2.2118 0.5478 -2.0051 0.00
H -1.3866 -4.2822 -2.8913 0.00
H -3.3218 -5.1527 -1.6441 0.00
H -4.8621 -4.9655 0.2294 0.00
H -5.6398 -3.7746 2.2521 0.00
H -4.4438 -1.7222 2.9852 0.00
H -2.5445 -0.8729 1.7537 0.02